No. 1
C20H12Cl5N3OSn | ωB97M-V/def2-TZVPD

```
42
Properties=species:S:1:pos:R:3
Sn -1.016 -2.107 -0.529
C 2.381 1.961 -1.199
C 1.839 0.557 -1.258
N 2.007 -0.178 -0.250
N 2.238 -0.786 0.737
C 1.100 -0.773 1.765
O -0.015 -0.933 1.324
C 1.548 -0.572 3.101
C 0.567 -0.373 4.092
C 0.960 -0.157 5.392
C 2.319 -0.142 5.710
C 3.293 -0.343 4.737
C 2.918 -0.560 3.428
C 1.186 0.007 -2.475
C 1.599 0.494 -3.701
C 1.017 -0.020 -4.854
C 0.040 -0.988 -4.730
C -0.316 -1.409 -3.456
N 0.238 -0.930 -2.342
H 2.423 2.316 -0.172
H 1.733 2.612 -1.781
H 3.390 1.980 -1.618
H -0.479 -0.381 3.820
H 0.220 0.000 6.163
H 2.621 0.025 6.736
H 4.339 -0.341 5.007
H 3.672 -0.749 2.677
H 2.366 1.253 -3.766
H 1.328 0.337 -5.827
H -0.449 -1.416 -5.593
H -1.090 -2.163 -3.336
Cl -3.924 -2.919 -0.782
C -3.849 -1.174 -0.737
C -2.592 -0.596 -0.619
C -2.537 0.790 -0.577
Cl -0.997 1.594 -0.402
C -3.680 1.579 -0.656
Cl -3.574 3.285 -0.603
C -4.929 0.958 -0.777
Cl -6.341 1.904 -0.874
C -5.022 -0.435 -0.816
Cl -6.535 -1.209 -0.959
```

Results
Lowest unoccupied orbital energy (Ha): -0.3052
HOMO energy (eV): -14.24
HOMO-LUMO gap (eV): 5.935
Charge: +2

Let us look at the Mulliken charges, expressed in e, one per atom: number 1, Sn, carries 0.640; number 2, C, carries -1.645; number 3, C, carries 0.010; number 4, N, carries 0.893; number 5, N, carries -0.895; number 6, C, carries 0.852; number 7, O, carries -0.337; number 8, C, carries 0.373; number 9, C, carries -0.457; number 10, C, carries -0.672; number 11, C, carries -0.328; number 12, C, carries -0.769; number 13, C, carries -0.203; number 14, C, carries 1.017; number 15, C, carries -0.544; number 16, C, carries -0.420; number 17, C, carries -0.875; number 18, C, carries 0.024; number 19, N, carries 0.072; number 20, H, carries 0.467; number 21, H, carries 0.408; number 22, H, carries 0.471; number 23, H, carries 0.386; number 24, H, carries 0.433; number 25, H, carries 0.426; number 26, H, carries 0.435; number 27, H, carries 0.464; number 28, H, carries 0.413; number 29, H, carries 0.466; number 30, H, carries 0.424; number 31, H, carries 0.434; number 32, Cl, carries -0.231; number 33, C, carries 0.978; number 34, C, carries -1.184; number 35, C, carries 1.304; number 36, Cl, carries -0.173; number 37, C, carries -0.523; number 38, Cl, carries -0.143; number 39, C, carries 0.806; number 40, Cl, carries -0.123; number 41, C, carries -0.535; number 42, Cl, carries -0.137

No. 2
C5H7NO | ωB97M-V/def2-TZVPD

```
14
Properties=species:S:1:pos:R:3
C -1.810 -0.707 0.025
N -0.402 -0.192 -0.192
C 0.861 -0.953 0.088
C 1.832 0.287 -0.086
C 1.116 1.461 0.041
C -0.422 1.118 -0.181
O -1.246 2.002 0.079
H -2.232 -1.137 -1.060
H -2.000 -1.408 0.879
H -2.344 0.313 0.126
H 0.887 -1.832 -0.559
H 1.201 -1.484 1.049
H 2.951 0.069 -0.296
H 1.607 2.461 0.086
```

Results
Lowest unoccupied orbital energy (Ha): 0.0285
HOMO energy (eV): -9.51
HOMO-LUMO gap (eV): 10.283
Charge: 0
SMILES: CN1CC=CC1=O

Let us look at the Mulliken charges, expressed in e, one per atom: number 1, C, carries -0.935; number 2, N, carries 0.068; number 3, C, carries -0.452; number 4, C, carries -0.143; number 5, C, carries -0.570; number 6, C, carries 0.633; number 7, O, carries -0.644; number 8, H, carries 0.242; number 9, H, carries 0.304; number 10, H, carries 0.320; number 11, H, carries 0.308; number 12, H, carries 0.234; number 13, H, carries 0.297; number 14, H, carries 0.339

No. 3
C2H6N2O2S2 | ωB97M-V/def2-TZVPD

```
14
Properties=species:S:1:pos:R:3
C -0.377 0.486 0.351
C -2.161 1.275 1.496
N 1.493 -1.535 -0.500
N 0.509 -1.059 -1.258
O 0.493 0.413 1.191
O -1.613 0.720 0.253
S 2.874 -0.567 -0.017
S 0.982 -0.351 -2.809
H -3.122 1.785 1.165
H -1.352 1.978 1.881
H -2.309 0.412 2.130
H 1.089 -1.842 0.336
H 3.584 -1.274 -0.850
H -0.090 -0.443 -3.370
```

Results
Lowest unoccupied orbital energy (alpha / beta) (Ha): 0.0058 / 0.0112
HOMO energy (alpha / beta) (eV): -7.66 / -7.55
HOMO-LUMO gap (alpha / beta) (eV): 7.815 / 7.854
Charge: 0

Let us look at the Mulliken charges, expressed in e, one per atom: number 1, C, carries 0.594; number 2, C, carries -0.598; number 3, N, carries -0.272; number 4, N, carries -0.178; number 5, O, carries -0.481; number 6, O, carries -0.227; number 7, S, carries -0.077; number 8, S, carries -0.072; number 9, H, carries 0.202; number 10, H, carries 0.303; number 11, H, carries 0.276; number 12, H, carries 0.292; number 13, H, carries 0.128; number 14, H, carries 0.109

Calculated ΔE to the lowest compared entry with this formula, charge and spin (kcal per mole), listed in the same order as above: 33.3 65.0 106.2
Calculated DFT total energy (hartree), listed in the same order as above: -3523.474652 -324.620919 -1135.974275